No. 1
Density functional theory data (the ωB97M-V functional and the def2-TZVPD basis) for C4H10AlBIO8P2PdS as an isolated structure in a non-equilibrium geometry.

Output
E_LUMO	-8.5955	eV
frontier orbital gap	2.40	eV
energy above the lowest of the compared OMol25 structures with the same formula, charge and spin	0.0	kJ/mol

```
! wB97M-V def2-TZVPD RIJCOSX def2/J DEFGRID3
* xyz 1 1
C 1.759 2.323 1.018
C 0.766 1.656 1.733
C 0.476 0.174 1.689
I 1.521 -0.803 3.354
O -0.834 0.095 2.117
Al -1.717 0.868 0.702
O -3.348 0.250 0.269
B -3.342 0.250 -1.066
O -2.820 1.365 -1.738
O -3.832 -0.842 -1.834
O -0.503 0.042 -0.430
C 0.502 -0.525 0.294
P 0.062 -2.338 0.609
S -0.342 -3.353 -1.043
P 2.006 -0.260 -0.792
O 1.687 0.770 -1.775
O 3.311 0.146 0.059
O 2.348 -1.607 -1.572
H 2.776 2.379 1.408
H 1.575 2.804 0.053
H 0.126 2.242 2.395
H -1.707 2.458 0.742
H -2.007 1.115 -2.204
H -3.245 -1.620 -1.581
H -1.100 -2.379 1.400
H 1.057 -3.019 1.336
H 3.658 0.946 -0.378
H 3.094 -1.411 -2.166
Pd -1.927 -1.727 -2.599
*
```


No. 2
Density functional theory data (the ωB97M-V functional and the def2-TZVPD basis) for a 2-piece molecular cluster, C4H10BBrN4O4 overall in a non-equilibrium geometry.

Output
E_LUMO	-2.7703	eV
frontier orbital gap	2.43	eV

```
! wB97M-V def2-TZVPD RIJCOSX def2/J DEFGRID3
* xyz 0 1
C 1.308 2.266 0.360
C 2.089 0.828 0.469
C 1.610 -0.205 -0.748
Br 3.114 -1.552 -1.039
N 0.293 -0.903 -0.375
N -0.221 -2.118 -0.849
N -1.483 -2.521 -0.356
C -1.819 -1.389 0.589
O -2.983 -1.117 1.447
B -3.943 -0.303 0.625
O -3.479 0.737 -0.346
O -5.390 -0.622 0.864
N -0.646 -0.436 0.532
H 1.538 2.914 1.316
H 1.729 2.860 -0.585
H 0.139 2.166 0.153
H 3.247 1.046 0.306
H 1.984 0.286 1.504
H 1.381 0.376 -1.762
H -3.129 1.518 0.187
H -5.686 0.132 1.486
H -0.681 0.407 1.146
O 5.931 -2.173 -2.676
H 5.097 -2.199 -2.246
*
```


No. 3
Density functional theory data (the ωB97M-V functional and the def2-TZVPD basis) for C4H10BN as an isolated structure in a non-equilibrium geometry.

Output
E_LUMO	0.4992	eV
frontier orbital gap	8.85	eV
energy above the lowest of the compared OMol25 structures with the same formula, charge and spin	251.7	kJ/mol

```
! wB97M-V def2-TZVPD RIJCOSX def2/J DEFGRID3
* xyz 0 1
B -0.503 -0.694 -0.370
C -0.713 0.901 -0.341
C 0.742 1.437 -0.031
C 1.437 0.577 1.100
C -1.439 -1.854 -0.567
N 1.319 -0.778 0.616
H -1.228 1.375 -1.113
H -1.292 0.944 0.547
H 1.362 1.355 -0.942
H 0.626 2.483 0.336
H 2.482 0.869 1.317
H 0.702 0.743 1.835
H -0.917 -2.777 -0.310
H -1.920 -1.954 -1.574
H -2.160 -1.690 0.270
H 1.091 -1.502 1.371
*
```


No. 4
Density functional theory data (the ωB97M-V functional and the def2-TZVPD basis) for the molecule C4H10BN in a non-equilibrium geometry.

Output
E_LUMO	0.7688	eV
frontier orbital gap	9.25	eV
energy above the lowest of the compared OMol25 structures with the same formula, charge and spin	166.7	kJ/mol

```
! wB97M-V def2-TZVPD RIJCOSX def2/J DEFGRID3
* xyz 0 1
B -1.595 0.512 -0.656
C 0.964 -0.075 -0.706
C -0.037 -1.349 -0.792
C 0.177 0.985 0.091
C 0.268 0.863 1.560
N -1.363 -0.795 -1.003
H -2.316 1.329 -0.731
H 2.017 -0.317 -0.343
H 1.129 0.223 -1.874
H 0.240 -1.988 -1.627
H -0.143 -1.863 0.107
H 0.409 1.966 -0.259
H 0.127 1.887 2.033
H 1.348 0.424 1.821
H -0.451 0.121 1.925
H -1.912 -1.624 -1.262
*
```


No. 5
Density functional theory data (the ωB97M-V functional and the def2-TZVPD basis) for a 2-piece molecular cluster, C4H10BNO overall in a non-equilibrium geometry.

Output
E_LUMO	0.2358	eV
frontier orbital gap	7.92	eV
energy above the lowest of the compared OMol25 structures with the same formula, charge and spin	369.6	kJ/mol

```
! wB97M-V def2-TZVPD RIJCOSX def2/J DEFGRID3
* xyz 0 1
B 0.538 -0.021 -1.322
C -1.523 0.665 -2.672
C -1.832 -0.396 -1.635
C -0.810 0.722 -1.389
C 1.763 -0.271 3.099
N 1.153 -0.478 1.901
O 1.445 -0.519 -0.748
H -0.899 0.450 -3.562
H -2.391 1.291 -2.836
H -2.738 -0.350 -1.076
H -1.485 -1.487 -1.616
H -0.894 1.324 -0.537
H 0.963 0.390 3.458
H 2.046 -1.160 3.701
H 2.670 0.409 3.060
H 0.328 -0.006 1.415
H 1.665 -0.563 0.759
*
```


No. 6
Density functional theory data (the ωB97M-V functional and the def2-TZVPD basis) for an isolated ion of composition C4H10Br2NSi and charge +1 in a non-equilibrium geometry.

Output
E_LUMO	-3.6003	eV
frontier orbital gap	9.70	eV
energy above the lowest of the compared OMol25 structures with the same formula, charge and spin	25.9	kJ/mol

```
! wB97M-V def2-TZVPD RIJCOSX def2/J DEFGRID3
* xyz 1 1
C 0.099 0.581 1.723
C -0.033 -0.643 -0.770
C 0.517 -0.010 0.293
C -1.526 -0.857 -0.934
N 0.273 2.052 1.781
Si 0.890 -1.410 -2.228
Br -1.660 0.175 2.266
Br 2.565 0.270 0.294
H 0.745 0.064 2.337
H -1.778 -1.653 -0.209
H -1.697 -1.065 -2.028
H -2.010 0.161 -0.743
H 0.464 2.333 2.708
H -0.728 2.425 1.617
H 0.997 2.306 1.080
H 0.713 -0.198 -2.939
H 0.085 -2.477 -2.625
H 2.086 -2.054 -1.624
*
```


No. 7
Density functional theory data (the ωB97M-V functional and the def2-TZVPD basis) for the molecule C4H10Cl2O2Si in a non-equilibrium geometry.

Output
E_LUMO	0.7654	eV
frontier orbital gap	9.62	eV
energy above the lowest of the compared OMol25 structures with the same formula, charge and spin	411.8	kJ/mol

```
! wB97M-V def2-TZVPD RIJCOSX def2/J DEFGRID3
* xyz 0 1
C -1.935 1.114 1.331
C 1.595 2.012 -0.687
C 0.531 -3.151 -0.371
C -1.734 0.177 0.144
O 1.309 0.900 0.123
O 0.746 -1.697 -0.531
Si 0.402 -0.397 0.414
Cl -1.813 1.138 -1.393
Cl -2.882 -1.129 0.064
H -0.970 1.497 1.687
H -2.575 1.987 1.068
H -2.408 0.575 2.233
H 2.467 1.775 -1.210
H 1.821 2.800 0.013
H 0.695 2.206 -1.213
H 0.816 -3.543 -1.329
H -0.480 -3.270 -0.184
H 1.127 -3.385 0.439
H 0.352 -0.406 1.986
*
```


No. 8
Density functional theory data (the ωB97M-V functional and the def2-TZVPD basis) for a 2-piece molecular cluster, C4H10ClFSi overall in a non-equilibrium geometry.

Output
E_LUMO	0.9504	eV
frontier orbital gap	11.38	eV
energy above the lowest of the compared OMol25 structures with the same formula, charge and spin	75.5	kJ/mol

```
! wB97M-V def2-TZVPD RIJCOSX def2/J DEFGRID3
* xyz 0 1
C -0.874 0.098 -1.699
C 1.676 -1.780 0.143
C -0.708 1.448 -0.717
C 1.805 -1.262 1.352
F -2.494 2.137 1.242
Si -1.267 1.078 1.065
Cl -0.016 1.579 2.433
H -0.130 -0.631 -1.416
H -1.816 -0.342 -1.603
H -0.738 0.424 -2.753
H 2.008 -2.983 0.032
H -1.521 -0.243 1.315
H 1.235 -1.449 -0.727
H -1.515 2.086 -1.069
H 0.302 1.844 -0.988
H 2.512 -1.774 1.999
H 1.541 -0.233 1.391
*
```


Look up the frontier orbital gap of the fourth one. 9.25 eV


E_LUMO of number 5 (C4H10BNO)? 0.2358 eV


Which of these has the lowest frontier orbital gap? C4H10AlBIO8P2PdS